The following is a quantum chemistry calculation of the molecule C4H10NOP in a non-equilibrium geometry, from the OMol25 dataset.

Positions of all 17 atoms, in Å:
C 3.0475 0.5067 -0.4282
P 1.7926 -0.7135 0.1212
C 0.0166 0.4394 0.1263
O 0.2225 1.6289 0.1828
N -1.1745 -0.1997 0.2411
C -2.3078 0.7804 0.1191
C -1.3966 -1.6043 -0.0767
H 3.9368 0.7091 0.2454
H 2.5771 1.6121 -0.6007
H 3.4341 0.1652 -1.4457
H 1.8478 -0.4401 1.5618
H -3.1433 0.1636 0.5068
H -2.1315 1.5704 0.7611
H -2.5125 1.1483 -0.8605
H -1.7171 -2.0575 0.7479
H -2.0923 -1.5887 -0.8084
H -0.3995 -2.1205 -0.3933

Atomic forces in eV per Å
0.1717 2.9191 -1.3881
-1.3779 0.6051 1.2775
2.7981 -1.2033 0.3508
-0.7822 0.0706 -0.2833
0.7299 2.2723 -0.8342
-0.5940 -3.7602 0.7548
4.9957 1.6226 -1.2229
-1.1763 -0.6903 -0.5980
0.8273 -2.6444 0.4446
-0.4070 0.4647 1.3551
0.0111 -0.2741 -0.9277
-0.0801 0.8048 -0.3679
0.3638 1.5681 1.2690
0.1012 -0.0065 -0.9216
-1.5397 -2.1411 3.3377
-2.1618 -0.6800 -2.5901
-1.8797 1.0725 0.3443

Values from the calculation:
**Orbital gap**: 9.250 eV
**Energy above the lowest of the compared OMol25 structures with the same formula, charge and spin**: 208.38 kJ/mol
**Structure (SMILES)**: CPC(=O)N(C)C
**LUMO level**: 0.032 hartree
**E_HOMO**: -8.38 eV
**DFT total energy**: -17134.8087 eV
**Maximum force**: 5.4 eV/A

Atom charges from the Mulliken analysis, given in e for atoms 1 to 4: C -0.7894; P -0.0344; C 0.4521; O -0.5742


The following is a quantum chemistry calculation of the ion C6H10N with charge +1 in a non-equilibrium geometry, from the OMol25 dataset.

Positions of all 17 atoms, in Å:
C 1.7385 -1.3736 0.6973
C 1.5895 -0.1745 0.0899
C 0.1670 0.2749 -0.1693
C -0.2024 1.7627 0.2244
C -0.6983 -0.2210 -1.2847
N -1.1024 -0.4995 0.0161
C -1.9209 -1.1128 0.7402
H 2.7186 -1.8118 1.0020
H 0.9845 -2.1337 0.7819
H 2.4004 0.5123 0.0096
H -1.2349 1.8005 -0.0267
H 0.2403 2.6126 -0.4937
H 0.0237 1.8803 1.2361
H -1.2680 0.3202 -1.9981
H -0.2698 -1.1473 -1.6270
H -2.8596 -1.4730 0.1915
H -1.8366 -1.2715 1.8462

Atomic forces in eV per Å
1.8351 0.2298 -0.9026
-1.9767 -2.7628 1.9598
-0.0427 3.0634 -0.4475
1.2691 -0.1353 -3.5810
1.3522 -1.2184 -1.1337
1.1686 -0.3026 2.1501
-2.1809 -0.7019 -0.0996
-0.6789 0.8951 -0.3275
-0.7666 0.1816 0.1641
0.1767 0.5897 -0.2824
-1.0944 0.5117 0.4865
-0.3253 -2.1921 1.7546
0.1886 0.7089 1.5313
-0.5361 0.7223 -0.2094
-0.0015 -0.2639 -0.8976
1.3485 0.2832 1.0196
0.2643 0.3913 -1.1847

Values from the calculation:
**Charge**: +1
**Orbital gap**: 9.493 eV
**Energy above the lowest of the compared OMol25 structures with the same formula, charge and spin**: 231.78 kJ/mol
**Structure (SMILES)**: C=C[C@@]1(C)C[N+]1=C
**LUMO level**: -0.175 hartree
**E_HOMO**: -14.25 eV
**DFT total energy**: -7863.9459 eV
**Maximum force**: 3.9 eV/A

Atom charges from the Mulliken analysis, given in e for atoms 1 to 4: C -0.6848; C -0.5411; C 1.0442; C -1.3323


The following is a quantum chemistry calculation of a structure of composition C11H23CoF5NO3P2Te in a non-equilibrium geometry, from the OMol25 dataset.

Positions of all 47 atoms, in Å:
Co -0.1539 -0.0955 -0.1437
P 1.9585 -0.9078 0.0117
C 2.1738 -1.4408 -1.6333
C 0.9988 -1.6325 -2.3690
N -0.1825 -1.1552 -1.8097
C -1.3566 -1.4963 -2.3554
C -1.4307 -2.3280 -3.4708
C -0.2502 -2.7320 -4.1175
C 0.9714 -2.3678 -3.5851
C -2.6039 -0.9250 -1.7543
P -2.1541 0.5386 -0.7744
H 1.9371 -2.6608 -4.0270
H -2.4324 -2.5790 -3.8408
H -0.3085 -3.3210 -5.0278
H -3.3059 -0.6272 -2.5383
H -3.0764 -1.6655 -1.0972
H 4.0938 2.7741 -3.5616
H 3.0722 -1.9538 -1.9700
H -0.2217 3.8759 -0.5945
O 3.1927 2.8343 -3.2424
H 2.5340 2.3692 -3.7640
H -0.0266 1.8611 1.3387
O 0.0640 4.6198 -1.2264
H 0.6273 5.1731 -0.6201
C -2.2562 1.9003 -1.9444
H -3.2323 1.8689 -2.4385
H -2.1231 2.8552 -1.4234
H -1.4631 1.8193 -2.6977
C -3.4390 0.7317 0.4397
H -3.1925 1.5840 1.0741
H -4.4034 0.8890 -0.0506
H -3.4815 -0.1492 1.0814
C 1.9946 -2.2924 1.1580
H 2.9762 -2.7910 1.1222
H 1.7982 -1.8431 2.1421
H 1.2001 -2.9988 0.8737
C 3.1466 0.3134 0.5539
H 2.7789 0.6913 1.5213
H 4.1339 -0.1580 0.6713
H 3.1864 1.1112 -0.2037
F -0.6416 -0.2395 5.2133
Te -0.4024 0.4445 3.3284
F 0.4107 2.1241 3.8738
F 1.3922 -0.3197 3.3932
F -1.0674 -1.1692 2.3561
F -2.0543 1.5594 2.9009
O 0.0612 0.9053 1.3826

Atomic forces in eV per Å
0.8897 -1.1268 -1.4669
-1.4597 0.9902 1.3293
0.5822 -1.0459 -0.7735
-0.4754 -0.1323 -0.1556
-0.0375 -0.1812 0.0822
0.2943 -0.0226 -0.2717
0.1465 -0.0609 -0.5405
-0.4920 0.0954 0.1352
0.3216 0.1026 0.3326
-0.0680 -0.0043 -0.1002
-0.1081 -0.1339 0.3754
-0.7045 0.1107 0.1835
0.6141 -0.0196 0.0118
0.0413 0.0533 0.1456
-0.0744 -0.3159 0.0567
-0.0088 0.1311 -0.0983
-0.2357 -0.3594 -0.5925
0.0110 0.3603 -0.1806
0.6081 1.7362 -1.4751
-0.4437 0.3380 1.0701
0.6848 -0.0178 -0.4431
-0.0513 0.3316 -0.0973
0.1249 -1.1385 2.5205
-0.7421 -0.6094 -1.0195
0.0066 0.2445 -0.1916
0.1169 0.2198 0.0358
-0.1512 -0.1215 -0.1621
-0.1753 -0.0140 0.1308
-0.5463 0.3019 0.0095
-0.1438 -0.0557 -0.0288
-0.0012 -0.0030 0.1317
0.0472 0.0227 -0.0371
0.4303 -0.4620 -0.2550
-0.3551 0.0659 0.2105
0.0962 -0.4122 -0.2754
0.2740 0.1903 0.2572
0.5775 -0.1033 -0.1840
0.2409 -0.0875 -0.3596
-0.1840 0.3745 0.0508
0.0886 -0.1416 0.3737
0.0450 0.4996 -1.3650
-0.2590 0.0014 1.8786
-0.2771 -0.8098 -0.5882
-0.8096 0.3836 -0.2220
0.2498 0.2377 -0.0306
0.8380 -0.5929 0.2767
0.4741 1.1805 1.3159

Values from the calculation:
**Charge**: +1
**Orbital gap (spin up / spin down)**: 8.343 / 6.884 eV
**Energy above the lowest of the compared OMol25 structures with the same formula, charge and spin**: 0.00 kJ/mol
**LUMO level (spin up / spin down)**: -0.128 / -0.211 hartree
**E_HOMO (spin up / spin down)**: -11.82 / -12.64 eV
**DFT total energy**: -96492.1419 eV
**Maximum force**: 2.8 eV/A
**2S+1**: 4

Atom charges from the Mulliken analysis, given in e for atoms 1 to 4: Co -0.2222; P 1.1437; C -1.2960; C 1.1991


The following is a quantum chemistry calculation of a structure of composition C13H10N3O3Pt, from the OMol25 dataset.

Positions of all 30 atoms, in Å:
Pt 0.5945 1.5820 -0.6775
O -2.1320 -0.9943 -3.2342
C -2.3258 -1.9573 -2.3160
C -3.1204 -3.0463 -2.6839
C -3.3645 -4.0738 -1.7953
C -2.8184 -4.0381 -0.5146
C -2.0311 -2.9637 -0.1473
C -1.7671 -1.9107 -1.0255
C -0.9135 -0.7792 -0.5966
O -0.7333 0.1976 -1.4735
N -0.3777 -0.8089 0.5945
N 0.3765 0.3046 0.7918
C 1.1071 0.5228 1.8856
C 1.8993 1.6812 1.8202
C 2.7640 2.1441 2.8498
C 3.4775 3.2936 2.6943
C 3.3568 4.0409 1.4940
C 2.5230 3.5657 0.5171
N 1.8183 2.4315 0.6477
H -1.5618 -0.3091 -2.8003
H -3.5354 -3.0539 -3.6838
H -3.9841 -4.9089 -2.1006
H -3.0069 -4.8414 0.1859
H -1.5919 -2.9089 0.8395
H 1.2097 -0.2134 2.6719
H 2.8378 1.5628 3.7605
H 4.1326 3.6338 3.4871
H 3.9042 4.9586 1.3366
H 2.3847 4.0719 -0.4300
O 0.8779 2.8169 -2.0976

Atomic forces in eV per Å
-0.1923 -0.2505 0.1580
0.0143 0.0486 0.0027
-0.0159 -0.0667 0.0496
0.0094 0.0331 -0.0153
0.0010 -0.0180 0.0253
-0.0098 0.0012 -0.0290
0.0082 0.0033 0.0116
-0.0299 0.0480 -0.0204
0.0960 0.0942 -0.0417
0.0249 -0.0706 0.0508
-0.1052 -0.0103 -0.0703
0.0776 -0.1100 0.1260
0.3752 0.1090 -0.3500
0.0323 0.0310 0.2460
-0.0421 -0.0460 -0.0331
-0.0088 0.0072 -0.0297
0.0159 0.0063 0.0228
-0.0159 -0.0555 0.0085
0.0133 0.0728 -0.0299
-0.0047 -0.0243 -0.0191
0.0034 0.0040 -0.0008
0.0002 0.0009 -0.0009
0.0019 0.0019 0.0036
-0.0001 0.0030 -0.0002
-0.2443 0.0497 0.0558
-0.0123 -0.0098 -0.0063
0.0040 0.0128 -0.0057
0.0021 -0.0007 0.0031
0.0011 0.0084 -0.0010
0.0007 0.1272 -0.1106

Values from the calculation:
**Charge**: -1
**Orbital gap (spin up / spin down)**: 5.613 / 6.908 eV
**Energy above the lowest of the compared OMol25 structures with the same formula, charge and spin**: 0.00 kJ/mol
**LUMO level (spin up / spin down)**: 0.114 / 0.106 hartree
**E_HOMO (spin up / spin down)**: -2.50 / -4.03 eV
**DFT total energy**: -27502.4996 eV
**Maximum force**: 0.5 eV/A
**2S+1**: 3

Atom charges from the Mulliken analysis, given in e for atoms 1 to 4: Pt 0.4292; O -0.7167; C 0.2535; C -0.6794


The following is a quantum chemistry calculation of a cluster of 2 separate species, C16H19ClF5NO8S in total in a non-equilibrium geometry, from the OMol25 dataset.

Positions of all 51 atoms, in Å:
O 2.5562 -0.3455 3.7401
C 1.5453 -0.2776 3.0184
O 0.9640 1.0278 2.8909
C 0.0298 1.0302 1.7683
N 0.4597 1.6306 0.4662
C 1.7754 2.3271 0.5686
O 1.9850 3.3224 1.3159
F 2.9006 1.9468 -0.2333
C -0.4753 2.6875 0.0069
O -0.9213 2.6100 -1.1577
F -0.8335 3.7752 0.8666
C -0.5496 -0.4637 1.8335
C -1.5999 -0.9757 0.7439
C -2.8727 -0.0190 0.5285
C -4.1850 -0.6847 1.2254
C -5.5600 -0.1478 0.5970
S -6.0079 -0.9602 -1.0285
O -7.5147 -0.9289 -1.2624
O -5.5132 -2.3776 -1.1332
Cl -5.1607 0.2414 -2.5479
C 0.7034 -1.3902 2.2260
C 1.4059 -2.2840 1.0931
C 2.3159 -1.4627 0.0680
C 3.8680 -1.4471 0.4896
F 4.2979 -1.7401 1.8332
C 4.9043 -1.1881 -0.4406
F 6.1118 -0.5617 -0.0406
F 4.8073 -1.5528 -1.8040
H -0.8302 1.6632 2.1670
H -1.1865 -0.4521 2.7968
H -2.0081 -1.9861 1.1333
H -1.1393 -1.1998 -0.2736
H -3.1112 -0.0057 -0.6000
H -2.6544 1.0286 0.9221
H -4.2021 -0.3969 2.3382
H -4.1483 -1.8329 1.2043
H -5.5245 0.9893 0.4317
H -6.4580 -0.3333 1.2905
H 0.3415 -2.1363 3.0094
H 0.5467 -2.7353 0.4643
H 1.9647 -3.1986 1.5175
H 1.9335 -0.4075 -0.1284
H 2.2749 -2.0051 -0.9504
O 2.2028 0.4328 -2.6768
C 3.1543 0.6534 -3.5765
C 3.0340 2.1526 -4.1626
O 3.9870 2.3602 -5.0732
H 3.1642 -0.0070 -4.4660
H 4.1995 0.5607 -3.2227
H 3.0387 2.8136 -3.2728
H 1.9841 2.2507 -4.5039

Atomic forces in eV per Å
-3.7376 -0.4175 -2.4676
2.7728 0.5813 1.6735
0.2741 -1.8986 -2.0407
-2.4025 -0.1621 2.3194
1.3305 1.7359 0.8699
3.4235 3.7774 1.8903
-1.3692 -4.4601 -3.2726
-3.8992 0.1039 1.9200
-1.8011 -0.5463 -4.6905
1.6431 1.0526 5.5181
0.9625 -2.5174 -1.3676
-0.5399 -0.5209 -0.0470
0.1111 -0.4517 -0.1450
-0.5022 -1.3255 -0.3263
0.0634 0.6374 0.3317
0.1522 0.5125 1.2844
-3.6398 -3.8236 -0.5777
3.6397 0.8266 1.1402
-0.0885 3.1560 0.7947
0.4575 0.4855 -0.4695
-0.4028 0.1780 0.5460
-0.2967 0.2222 -0.7071
1.0116 -1.2633 0.1594
1.6962 -0.0063 -1.9047
-1.1396 1.3347 -2.3972
-1.3057 -0.3522 1.0048
-2.4886 -2.1831 -1.4323
0.5684 1.7337 3.6692
1.1607 -0.5124 -0.7288
1.0559 0.2924 -1.2687
0.8010 1.4828 -0.5786
-0.3141 0.4814 1.3873
0.6132 0.3719 1.7801
-0.5952 -1.3097 -0.6399
-0.0435 -0.3760 -1.5184
-0.0713 1.7508 -0.3011
0.0016 -1.7686 -0.1037
1.2256 -0.0230 -1.0968
0.5277 1.0773 -0.8068
1.1935 0.7722 1.1022
-0.7601 1.6955 -0.3570
0.6601 -1.3237 0.1130
0.1645 1.1397 1.4845
-0.3339 -0.7851 0.7080
-0.3340 0.0174 0.3135
0.7416 0.0311 -0.7192
-0.1701 0.5082 -0.0845
-0.4307 0.0015 -0.3570
0.2208 0.3880 0.3475
0.4266 0.0305 0.4274
-0.2331 -0.3515 -0.3792

Values from the calculation:
**Charge**: -2
**Orbital gap**: 1.596 eV
**LUMO level**: 0.110 hartree
**E_HOMO**: 1.40 eV
**DFT total energy**: -71704.0373 eV
**Maximum force**: 5.9 eV/A

Atom charges from the Mulliken analysis, given in e for atoms 1 to 4: O -0.6001; C 0.1575; O -0.4295; C -0.6070